Below is an isolated molecule of C15H14N2O3 at a distorted geometry, with properties calculated with wB97M-V/def2-TZVPD.

CARTESIAN COORDINATES (ANGSTROEM)
O1 -0.3157 3.0876 -1.3583
O2 3.8985 -0.7855 -2.3979
O3 5.1353 0.1807 -0.1468
C1 0.2943 2.0482 -1.5642
C2 3.3947 0.2191 -1.8805
C3 -2.7393 -1.4143 3.8061
C4 -2.2820 -0.6042 -0.9131
C5 -1.5418 -0.7243 4.0329
C6 -1.1091 0.1424 -0.7024
C7 -3.2746 -1.5491 2.5235
C8 -3.0244 -1.1110 0.1478
C9 -0.8326 -0.1731 2.9817
C10 -0.6602 0.2473 0.6106
C11 -2.5765 -0.9824 1.4518
C12 -1.3607 -0.2874 1.6867
N1 3.9331 0.7478 -0.7344
N2 1.6274 2.0236 -1.8309
C13 0.8978 -0.2178 -2.1381
C14 -0.3226 0.6652 -1.8613
C15 2.0645 0.7683 -2.4252
H1 5.2036 -0.7536 -0.4147
H2 -3.2181 -1.8732 4.6784
H3 -2.6713 -0.7583 -1.9261
H4 -1.1622 -0.6167 5.0463
H5 -4.1784 -2.0656 2.2945
H6 -3.9466 -1.6521 0.0032
H7 0.0749 0.3542 3.1522
H8 0.3009 0.7046 0.8160
H9 3.4031 1.4974 -0.2868
H10 2.0297 2.9092 -2.1344
H11 1.1312 -0.8108 -1.2895
H12 0.6736 -0.8791 -2.9792
H13 -0.9736 0.7500 -2.7355
H14 2.1269 0.9129 -3.5125

Cartesian forces, eV/Å:
0.383 -1.133 0.311
-0.530 1.142 0.320
-1.637 1.482 -0.338
-1.603 1.536 -1.082
1.151 -1.779 0.175
-1.096 -0.705 -0.482
-1.278 -0.199 0.136
0.864 0.536 -0.396
-0.252 -0.503 1.197
1.144 0.469 1.717
0.538 0.195 -1.478
-1.417 -0.728 1.026
0.260 0.262 -1.625
0.561 0.420 0.491
0.079 -0.201 -0.052
-0.104 -0.763 -1.021
0.741 -0.277 0.221
-0.100 0.520 -1.048
0.578 0.245 0.986
0.177 0.252 -0.231
-0.761 0.269 -0.461
-0.039 0.187 -0.469
0.245 0.154 0.301
-0.092 -0.108 -0.147
-0.551 -0.381 0.227
-0.099 -0.057 -0.334
0.611 0.336 0.053
-0.005 0.256 -0.002
0.997 -0.464 0.577
-0.092 -0.375 0.248
0.170 -0.579 0.778
0.473 0.028 0.135
0.164 0.232 0.058
0.518 -0.267 0.209

## Properties
HOMO-LUMO gap	0.315	Eh
energy above the lowest of the compared OMol25 structures with the same formula, charge and spin	46.8	kcal/mol
net charge	0



Below is a structure of composition C15H14N2O5S at a distorted geometry, with properties calculated with wB97M-V/def2-TZVPD.

CARTESIAN COORDINATES (ANGSTROEM)
C1 5.7087 -0.3901 -0.6796
C2 5.2876 -1.0329 -2.0130
O1 5.0696 0.0336 -2.9402
C3 4.0596 -1.9877 -1.8396
C4 2.7042 -1.3108 -1.9947
C5 2.2264 -0.7030 -3.2279
C6 1.0310 -0.0740 -3.3263
C7 0.1678 0.0135 -2.1814
N1 -1.0334 0.6236 -2.1190
S1 -1.4868 0.3662 -0.5780
N2 -0.2728 -0.4916 0.0622
C8 0.6049 -0.6166 -0.9555
C9 1.8799 -1.2685 -0.9075
H1 6.0152 -1.1902 0.0098
H2 6.5989 0.2256 -0.9027
H3 4.9498 0.2941 -0.2751
H4 6.1156 -1.6440 -2.4241
H5 5.3283 -0.2436 -3.8256
H6 4.1510 -2.9069 -2.4473
H7 4.1017 -2.3412 -0.7925
H8 2.8841 -0.7347 -4.1012
H9 0.7202 0.3958 -4.2621
H10 2.1863 -1.7397 0.0308
C10 -3.7653 1.6875 2.2741
C11 -3.7300 0.4527 2.7904
C12 -4.9039 -0.1276 3.5211
O2 -4.8233 -1.2618 3.9536
C13 -6.0908 0.7023 3.6828
C14 -6.1246 1.9378 3.1694
C15 -4.9608 2.5081 2.4157
O3 -5.0541 3.6304 1.9552
O4 -7.1919 2.7298 3.2979
O5 -2.6536 -0.3297 2.6841
H11 -2.9265 2.1162 1.7438
H12 -6.9242 0.2797 4.2261
H13 -6.9606 3.5604 2.8398
H14 -2.8880 -1.1625 3.1366

Cartesian forces, eV/Å:
0.690 -0.017 -0.875
0.087 -0.270 -0.128
-0.134 -0.042 -0.006
-0.080 0.202 0.332
-0.476 0.123 0.017
0.754 -0.321 0.103
-0.436 0.333 -0.120
0.571 -0.295 -0.235
0.906 -0.846 1.278
-0.584 0.139 0.208
0.028 0.478 -1.353
0.036 0.135 -0.358
-0.049 -0.122 0.439
-0.315 0.420 0.063
-0.327 -0.232 0.240
0.023 -0.508 -0.026
-0.182 0.187 0.523
-0.049 -0.025 0.149
-0.085 0.588 -0.119
0.010 0.020 -0.470
-0.316 -0.017 0.312
0.073 -0.185 0.306
-0.144 0.226 -0.257
-0.119 0.176 -0.030
0.514 0.180 -0.280
-0.537 0.057 0.207
0.322 -0.016 -0.111
0.112 -0.186 0.026
-0.503 -0.183 0.302
0.548 -0.043 -0.208
-0.316 0.027 0.141
0.454 0.116 -0.255
-0.498 -0.075 0.220
0.003 -0.017 0.009
-0.008 0.018 -0.013
-0.057 0.018 0.006
0.083 -0.044 -0.038

## Properties
HOMO-LUMO gap	0.275	Eh
energy above the lowest of the compared OMol25 structures with the same formula, charge and spin	29.8	kcal/mol
net charge	0



Below is a structure of composition C15H14N4NaO3S, with properties calculated with wB97M-V/def2-TZVPD.

CARTESIAN COORDINATES (ANGSTROEM)
Na1 -1.5140 0.2440 -0.2767
O1 3.0059 -2.4664 1.5605
C1 2.0581 -2.9942 2.3433
C2 2.4273 -4.0000 3.2412
C3 1.4907 -4.5788 4.0779
C4 0.1611 -4.1659 4.0394
C5 -0.2081 -3.1683 3.1531
C6 0.7139 -2.5686 2.3002
C7 0.2314 -1.5019 1.3693
O2 -0.9842 -1.1654 1.3882
N1 1.1767 -0.9891 0.5730
N2 0.7014 0.0136 -0.2446
C8 1.5352 0.5517 -1.0421
C9 1.2494 1.6479 -1.9722
C10 2.3255 2.0378 -2.7848
C11 2.2571 3.0524 -3.7140
C12 1.0456 3.7384 -3.8517
C13 -0.0312 3.3896 -3.0710
C14 0.0042 2.3424 -2.1066
O3 -1.0759 2.0973 -1.4297
H1 2.5286 -1.7679 0.9965
H2 3.4648 -4.3103 3.2582
H3 1.8006 -5.3587 4.7639
H4 -0.5725 -4.6201 4.6935
H5 -1.2321 -2.8229 3.0934
H6 2.5675 0.1849 -1.0524
H7 3.2628 1.5018 -2.6653
H8 3.1190 3.3106 -4.3154
H9 0.9530 4.5457 -4.5696
H10 -0.9738 3.9190 -3.1607
N3 -3.8015 2.2745 -1.6058
C15 -4.3641 1.5683 -0.6143
N4 -3.6497 1.5491 0.5459
S1 -5.8371 0.7826 -0.7488
H11 -2.7735 2.4143 -1.6371
H12 -4.2955 2.2388 -2.4804
H13 -2.8405 2.1403 0.6573
H14 -3.9262 0.9333 1.2886

Cartesian forces, eV/Å:
-0.165 -0.092 0.045
-0.007 0.051 -0.067
-0.086 0.018 0.080
-0.013 -0.037 0.023
-0.020 0.060 -0.063
0.044 -0.036 0.034
0.030 -0.040 0.021
0.070 -0.058 -0.019
-0.081 0.391 -0.352
0.023 -0.124 0.066
0.046 -0.120 0.160
-0.033 -0.028 0.002
0.110 0.076 -0.052
-0.004 0.029 -0.042
0.048 -0.115 0.089
-0.122 0.140 -0.079
0.134 -0.140 0.075
-0.020 -0.016 0.046
-0.141 0.247 -0.149
0.100 -0.351 0.234
0.034 -0.046 0.017
-0.006 0.009 -0.003
-0.010 -0.001 0.007
-0.004 0.012 -0.010
0.012 0.013 -0.014
0.011 0.013 0.034
-0.024 -0.009 0.017
-0.005 0.000 0.001
-0.007 0.005 -0.002
0.015 0.008 -0.018
0.002 -0.022 -0.081
-0.064 0.147 0.066
0.328 -0.173 -0.210
0.026 -0.039 0.033
0.010 0.023 0.036
-0.025 -0.005 0.020
-0.033 0.096 0.021
-0.173 0.114 0.035

## Properties
HOMO-LUMO gap	0.247	Eh
energy above the lowest of the compared OMol25 structures with the same formula, charge and spin	4.0	kcal/mol
net charge	-1



Below is a cluster of 9 separate species, C15H15Cl24FIN2O2 in total at a distorted geometry, with properties calculated with wB97M-V/def2-TZVPD.

CARTESIAN COORDINATES (ANGSTROEM)
O1 -3.6357 1.9953 1.9789
N1 -4.0680 1.9418 0.9321
O2 -5.4935 2.5061 0.8987
C1 -5.6091 3.8231 1.1248
C2 -6.7348 4.3097 1.7868
C3 -6.8547 5.6682 2.0142
I1 -8.4787 6.4859 3.0254
C4 -5.8612 6.5297 1.5719
N2 -4.8018 6.0356 0.9208
C5 -3.7323 6.9604 0.4936
C6 -2.6827 7.1257 1.6244
F1 -3.0060 6.2941 2.6777
C7 -4.6501 4.7297 0.6846
H1 -7.5053 3.6294 2.1125
H2 -5.8914 7.5903 1.7390
H3 -4.1665 7.9103 0.2150
H4 -3.2752 6.5262 -0.3866
H5 -2.6985 8.1431 1.9963
H6 -1.6955 6.8446 1.2800
H7 -3.7635 4.4146 0.1643
C8 -4.0272 -2.3622 -0.0780
Cl1 -3.2098 -2.3281 -1.6346
Cl2 -2.8796 -2.6709 1.2241
Cl3 -4.8813 -0.8350 0.1956
H8 -4.7567 -3.1607 -0.0866
C9 0.4293 -2.0309 -1.2940
Cl4 1.7768 -2.3920 -0.2195
Cl5 0.2662 -0.2836 -1.5227
Cl6 0.6107 -2.8455 -2.8474
H9 -0.4783 -2.3929 -0.8303
C10 3.1403 -1.7633 3.8652
Cl7 3.2302 -3.4150 3.2558
Cl8 4.6145 -1.3334 4.7328
Cl9 2.8462 -0.6284 2.5454
H10 2.3147 -1.7007 4.5602
C11 1.4139 -5.1944 -5.7823
Cl10 -0.1427 -4.3583 -5.7172
Cl11 1.3086 -6.6349 -6.7909
Cl12 2.6787 -4.1078 -6.3561
H11 1.6683 -5.5023 -4.7768
C12 1.1211 -1.9076 7.6308
Cl13 1.2405 -3.5359 6.9671
Cl14 2.6028 -1.4541 8.4626
Cl15 0.7479 -0.7491 6.3446
H12 0.3085 -1.8870 8.3440
C13 7.1479 -0.7144 1.9526
Cl16 7.1930 -2.3672 1.3451
Cl17 8.6659 -0.2851 2.7367
Cl18 6.7656 0.4225 0.6540
H13 6.3585 -0.6516 2.6870
C14 9.0130 2.0972 -2.1794
Cl19 10.4553 1.7427 -1.2338
Cl20 8.7806 3.8392 -2.3485
Cl21 9.0845 1.3176 -3.7594
H14 8.1611 1.6966 -1.6474
C15 0.2554 -10.2940 -9.1020
Cl22 -0.9064 -9.6164 -10.2408
Cl23 1.5068 -9.1139 -8.7053
Cl24 -0.5525 -10.8621 -7.6411
H15 0.7332 -11.1419 -9.5731

Cartesian forces, eV/Å:
-0.020 0.100 -0.071
1.075 -0.385 0.152
-1.048 0.515 -0.134
0.195 -0.030 0.052
-0.042 0.142 0.009
-0.043 0.360 0.018
0.109 -0.134 -0.091
-0.130 -0.486 0.091
-0.072 0.492 -0.162
0.364 -0.361 0.168
-0.329 -0.002 0.018
-0.030 -0.151 0.121
-0.235 -0.370 0.206
-0.016 -0.170 0.046
0.024 0.195 -0.029
-0.203 0.103 -0.006
0.015 -0.014 -0.166
0.164 0.165 0.041
0.185 0.108 -0.095
0.133 0.057 -0.142
0.190 0.059 0.003
-0.015 -0.048 -0.068
-0.008 -0.007 0.007
-0.176 -0.157 -0.020
-0.039 0.014 0.002
0.167 -0.080 -0.012
-0.060 -0.037 -0.053
-0.052 0.005 0.014
-0.093 0.091 0.084
-0.025 0.021 0.006
0.093 -0.086 -0.114
-0.015 0.013 0.011
0.015 0.001 0.089
0.008 0.074 0.088
0.014 -0.010 -0.025
0.033 -0.021 -0.079
-0.017 -0.045 -0.052
-0.040 0.162 0.141
-0.003 -0.002 0.026
-0.006 0.001 0.018
0.139 -0.069 -0.004
-0.003 0.008 -0.010
-0.028 0.004 -0.005
-0.113 0.110 0.043
-0.029 0.007 -0.007
0.107 -0.059 -0.036
-0.024 0.012 0.005
-0.027 0.006 -0.008
-0.055 0.042 -0.023
-0.062 0.023 0.036
0.035 -0.012 -0.011
-0.005 -0.003 0.013
-0.014 0.000 0.010
-0.010 0.000 0.008
-0.010 -0.013 0.009
-0.055 0.050 0.032
0.012 -0.011 -0.002
0.047 -0.156 -0.130
0.010 -0.009 -0.005
0.014 -0.011 -0.005

## Properties
HOMO-LUMO gap	0.275	Eh
net charge	+1



Below is an isolated molecule of C15H15ClN2O5S at a distorted geometry, with properties calculated with wB97M-V/def2-TZVPD.

CARTESIAN COORDINATES (ANGSTROEM)
C1 -6.0445 -3.3543 -0.2048
H1 -6.8878 -3.7807 -0.7437
O1 -5.2800 -2.6610 -1.1629
C2 -4.0339 -2.2077 -0.7154
C3 -4.1287 -0.9931 0.2306
N1 -2.8194 -0.4734 0.5384
C4 -2.3837 0.7135 0.0980
O2 -3.0662 1.4975 -0.5501
C5 -0.9861 1.0231 0.4712
C6 -0.1886 2.1345 0.2861
C7 1.0607 1.7381 0.8721
N2 0.9701 0.5237 1.3461
O3 -0.2787 0.0715 1.1102
C8 2.3210 2.5060 0.9132
H2 2.1069 3.5728 0.9659
H3 2.9685 2.1838 1.7248
S1 3.2302 2.3104 -0.6706
C9 4.2390 0.8752 -0.4247
C10 5.3198 0.7324 -1.2921
C11 6.1619 -0.3552 -1.1866
C12 5.9252 -1.3054 -0.2036
C13 4.8493 -1.1758 0.6580
C14 4.0005 -0.0881 0.5460
H4 3.1513 -0.0151 1.2067
H5 4.6678 -1.9241 1.4133
Cl1 6.9810 -2.6669 -0.0572
H6 7.0000 -0.4649 -1.8564
H7 5.4923 1.4839 -2.0469
C15 -0.4673 3.4900 -0.2860
O4 0.3440 4.3729 -0.1739
O5 -1.6226 3.6727 -0.8874
H8 -2.2445 2.8947 -0.8637
H9 -2.1763 -1.0718 1.0366
H10 -4.6963 -0.1982 -0.2579
H11 -4.6267 -1.2754 1.1625
H12 -3.4908 -1.9135 -1.6177
H13 -3.4821 -3.0200 -0.2146
H14 -5.4631 -4.1614 0.2566
H15 -6.4226 -2.6908 0.5800

Cartesian forces, eV/Å:
-0.045 -0.019 0.033
-0.021 -0.032 0.104
-0.040 0.106 -0.093
0.158 0.234 0.063
-0.475 -0.256 -0.299
0.149 -0.238 0.058
0.017 -0.347 0.235
-0.019 0.166 -0.116
0.962 1.002 -0.133
-0.500 -0.775 0.189
-0.842 -0.368 -0.013
1.012 0.379 0.351
-0.984 0.067 -0.390
0.635 -0.044 -0.449
0.057 -0.166 0.109
-0.054 0.053 0.080
-0.090 0.230 0.131
-0.189 0.151 0.087
-0.184 0.028 0.096
-0.001 -0.131 0.059
-0.172 0.173 -0.010
0.153 -0.072 -0.045
0.067 0.065 -0.041
0.039 -0.045 0.016
0.018 -0.094 0.060
0.138 -0.171 0.015
0.087 -0.031 -0.045
0.095 0.085 -0.096
-0.109 -0.264 0.104
0.047 0.014 -0.074
-0.355 0.178 -0.230
0.352 -0.002 0.152
0.033 0.168 -0.021
0.020 -0.129 0.124
-0.013 0.094 -0.086
0.075 -0.016 0.156
-0.001 0.046 -0.079
-0.014 0.001 0.000
-0.008 -0.040 0.000

## Properties
HOMO-LUMO gap	0.282	Eh
energy above the lowest of the compared OMol25 structures with the same formula, charge and spin	4.8	kcal/mol
net charge	0



Below is a structure of composition C15H15CoN2O6 at a distorted geometry, with properties calculated with wB97M-V/def2-TZVPD.

CARTESIAN COORDINATES (ANGSTROEM)
O1 -0.2357 3.5851 -2.6892
C1 0.1163 2.4453 -2.5569
Co1 0.4556 -1.1593 -5.3061
C2 0.8176 -1.8490 -3.7601
O2 1.0657 -2.2449 -2.7008
C3 0.5911 -2.5775 -6.3881
O3 0.6783 -3.4925 -7.0904
C4 1.7135 0.0679 -5.1959
O4 2.5310 0.8766 -5.0509
C5 -1.0807 -0.4325 -4.8382
O5 -2.0643 0.0598 -4.4752
H1 0.1576 1.4463 -3.4519
C6 -2.7837 -1.2295 3.3394
C7 -1.3162 -1.5752 3.2862
N1 -0.4827 -0.6117 2.5297
C8 -0.2910 0.7021 3.1577
C9 -0.0328 0.6090 4.6551
C10 -0.5753 -0.6895 1.1451
O6 -1.3254 -1.4718 0.5679
C11 0.3560 0.2118 0.3719
C12 1.7152 0.3146 0.6993
C13 2.5192 1.1864 -0.0318
C14 1.9688 1.9392 -1.0482
N2 0.6379 1.8229 -1.3383
C15 -0.1536 0.8869 -0.7053
H2 -2.9527 -0.2487 3.7983
H3 -3.3045 -1.9853 3.9344
H4 -3.2082 -1.2408 2.3303
H5 -0.8856 -1.5987 4.2900
H6 -1.1797 -2.5477 2.8015
H7 0.5552 1.2029 2.6720
H8 -1.1783 1.3413 2.9781
H9 0.7308 -0.1413 4.8870
H10 0.3381 1.5810 4.9951
H11 -0.9476 0.3869 5.2158
H12 2.1127 -0.2907 1.5112
H13 3.5778 1.2962 0.1852
H14 2.5325 2.6442 -1.6552
H15 -1.1731 0.7801 -1.0686

Cartesian forces, eV/Å:
0.922 -2.477 0.398
-0.262 -1.644 -2.533
-0.246 0.672 -0.770
0.924 -1.764 3.887
-0.511 0.782 -2.090
0.203 -3.041 -2.587
-0.184 2.267 1.859
3.123 2.545 -0.112
-1.859 -1.708 -0.194
-3.567 1.165 0.645
2.104 -0.933 -0.611
-0.488 3.345 2.073
-0.713 0.481 -0.188
1.388 -0.642 -0.029
-2.420 -0.035 1.515
0.841 0.253 0.249
-0.121 0.053 0.244
1.504 0.653 -3.545
0.111 0.446 1.499
-1.746 -0.493 -0.385
0.957 -0.178 1.100
-0.120 0.649 -0.703
1.858 0.076 0.687
-1.864 0.020 -0.199
0.285 0.223 0.220
-0.025 -0.194 -0.060
0.176 0.123 -0.043
0.059 0.038 0.194
-0.103 -0.128 -0.163
-0.015 0.186 0.082
-0.267 -0.212 -0.114
0.093 -0.460 -0.231
-0.108 0.160 -0.040
-0.090 -0.175 -0.071
0.254 0.029 -0.049
0.091 0.129 -0.231
-0.211 -0.046 -0.072
-0.133 -0.188 0.221
0.159 0.026 0.145

## Properties
HOMO-LUMO gap (alpha / beta)	0.209 / 0.132	Eh
energy above the lowest of the compared OMol25 structures with the same formula, charge and spin	0.0	kcal/mol
⟨S²⟩	3.815
net charge	+1
multiplicity	4



- Which value of net charge does entry 5 give?
  0